Density functional theory data (the ωB97M-V functional and the def2-TZVPD basis) for a molecular structure, C35H30BCo2F3O8 at a distorted geometry.

HOMO-LUMO gap	5.4955	eV
E_tot	-5043.529796	Eh
E_LUMO	-2.1	eV
M	764.29	Da
HOMO	-7.64	eV

Each line ends with the Mulliken charge.
Atoms and positions in Å:
C -2.65 1.96 -2.19  -1.780
C -1.41 2.64 -2.76  1.604
C -1.61 2.90 -4.25  -1.811
C -0.89 3.90 -1.88  1.300
C 0.01 4.91 -2.63  -1.679
C -1.94 4.60 -1.06  -1.695
O 0.02 3.25 -0.95  -0.780
B 0.56 2.29 -1.81  1.438
C 2.08 1.97 -1.81  -0.087
C 2.69 1.25 -2.87  -0.362
C 4.07 1.30 -3.05  -0.959
C 4.85 2.01 -2.14  0.289
C 6.31 2.19 -2.46  0.705
F 6.96 2.96 -1.55  -0.283
F 6.95 0.98 -2.51  -0.254
F 6.51 2.79 -3.69  -0.254
C 4.30 2.53 -0.99  -0.415
C 2.92 2.50 -0.81  -0.682
C -0.02 -0.79 0.44  -0.916
C 0.66 -1.45 -0.70  1.171
C 2.06 -1.66 -0.75  -0.005
C 2.61 -2.50 -1.73  -0.653
C 1.79 -3.09 -2.70  -0.415
C 0.45 -2.69 -2.79  -0.658
C -0.11 -1.88 -1.81  -0.161
O -0.31 1.70 -2.69  -0.514
H -3.56 2.56 -2.32  0.351
H -2.82 1.01 -2.70  0.468
H -2.54 1.73 -1.12  0.198
H -2.38 3.66 -4.43  0.360
H -0.66 3.21 -4.71  0.353
H -1.92 1.96 -4.74  0.418
H -0.55 5.58 -3.30  0.386
H 0.54 5.51 -1.88  0.429
H 0.81 4.41 -3.22  0.222
H -2.64 5.15 -1.70  0.333
H -2.50 3.90 -0.45  0.311
H -1.46 5.32 -0.39  0.465
H 2.07 0.67 -3.55  0.507
H 4.51 0.83 -3.91  0.416
H 4.91 3.02 -0.24  0.471
H 2.47 2.89 0.10  0.501
H 0.52 0.10 0.80  0.489
H -1.01 -0.41 0.15  0.185
H 2.70 -1.10 -0.06  0.348
H 3.70 -2.64 -1.79  0.414
H 2.21 -3.80 -3.42  0.372
H -0.14 -2.97 -3.67  0.411
H -1.13 -1.48 -1.89  0.329
O -6.48 0.19 3.78  -0.407
C -5.47 -0.26 3.41  0.255
Co -3.91 -0.89 2.95  -0.121
C -3.23 0.57 2.32  0.391
O -2.73 1.54 1.93  -0.428
C -3.05 -1.01 4.49  0.063
O -2.45 -0.98 5.47  -0.360
C -3.04 -1.94 1.57  -0.319
C -1.91 -2.62 2.15  -1.034
C -0.61 -2.38 2.16  0.882
C 0.37 -2.80 3.11  1.030
C 1.58 -2.04 3.25  -0.360
C 2.46 -2.28 4.29  -0.653
C 2.16 -3.30 5.21  -0.435
C 1.04 -4.12 5.04  -0.766
C 0.18 -3.92 3.96  -0.303
Co -3.51 -3.30 2.61  0.284
C -5.28 -3.10 2.94  0.300
O -6.42 -3.30 3.11  -0.374
C -3.11 -3.80 4.24  -0.018
O -2.92 -4.17 5.32  -0.333
C -3.37 -4.83 1.74  -0.175
O -3.18 -5.86 1.20  -0.359
H -3.03 -1.66 0.51  0.962
H -0.18 -1.55 1.35  -0.564
H 1.75 -1.24 2.52  0.237
H 3.35 -1.67 4.39  0.410
H 2.81 -3.44 6.08  0.363
H 0.81 -4.92 5.75  0.403
H -0.66 -4.58 3.74  0.546

=====

Density functional theory data (the ωB97M-V functional and the def2-TZVPD basis) for 2 unconnected molecules or ions with the total composition C31H50ClN2O4P2 at a distorted geometry.

HOMO-LUMO gap	7.2335	eV
E_tot	-2764.241037	Eh
total charge	+1
E_LUMO	-2.6	eV
M	612.15	Da
HOMO	-9.88	eV

Each line ends with the Mulliken charge.
Atoms and positions in Å:
C 2.86 3.37 -1.06  -1.245
C 2.12 1.99 -1.28  -0.176
C 2.13 1.50 -2.79  0.290
C 3.49 0.83 -3.22  -1.330
C 0.92 0.60 -3.18  -0.303
C 0.13 0.89 -4.38  0.334
C -1.05 0.09 -4.76  0.160
C -1.51 -1.06 -3.98  -0.456
P -3.04 -2.05 -4.43  0.996
O -2.79 -3.01 -5.57  -0.720
C -0.70 -1.37 -2.78  0.778
Cl -1.25 -2.79 -1.83  -0.207
C 0.48 -0.57 -2.39  0.157
P 1.39 -1.14 -0.85  0.403
C 0.41 -0.77 0.70  -0.775
C 1.86 -2.95 -0.97  -1.139
C -1.86 0.50 -6.04  -0.345
O -2.36 -0.28 -6.80  -0.484
C -1.92 2.05 -6.28  0.799
C -3.21 2.72 -6.83  -1.329
C -4.30 3.06 -5.74  -0.706
C -4.03 2.46 -4.30  0.364
C -5.34 2.43 -3.38  -0.708
N -5.75 1.03 -3.08  -0.309
C -5.39 0.62 -1.75  0.291
C -4.08 -0.18 -1.40  -0.362
O -6.14 0.91 -0.84  -0.519
C -0.81 2.76 -5.96  -0.724
C 0.46 2.06 -5.37  -0.138
O 1.57 2.39 -5.68  -0.515
H 3.83 3.15 -0.53  0.307
H 3.08 3.83 -2.05  0.335
H 2.32 4.08 -0.39  0.329
H 1.05 2.03 -0.95  0.260
H 2.66 1.22 -0.68  0.062
H 2.05 2.44 -3.40  0.596
H 3.38 0.58 -4.32  0.350
H 3.77 -0.07 -2.62  0.261
H 4.29 1.63 -3.20  0.391
H -4.07 -1.16 -4.89  -0.034
H -3.55 -2.77 -3.31  0.028
H -0.29 -1.60 1.02  0.414
H -0.10 0.22 0.60  0.365
H 1.16 -0.69 1.54  -0.066
H 1.89 -3.21 -2.06  0.328
H 2.89 -3.10 -0.55  0.411
H 1.13 -3.64 -0.45  0.332
H -2.88 3.64 -7.39  0.401
H -3.65 2.01 -7.58  0.290
H -4.31 4.18 -5.62  0.272
H -5.34 2.76 -6.04  0.390
H -3.63 1.41 -4.30  -0.349
H -3.24 3.09 -3.80  0.289
H -5.02 2.87 -2.40  0.278
H -6.16 3.06 -3.80  0.389
H -5.43 0.37 -3.78  0.334
H -3.29 -0.02 -2.18  -0.057
H -4.29 -1.27 -1.23  0.272
H -3.66 0.20 -0.43  0.314
H -0.74 3.87 -6.06  0.385
C 2.45 1.28 4.23  -1.236
C 3.23 -0.02 4.42  -0.405
C 2.34 -1.24 4.65  -0.774
N 2.03 -1.58 6.11  0.220
C 3.27 -2.13 6.78  -0.553
C 2.98 -2.69 8.17  -0.634
C 1.89 -3.74 8.14  -0.683
C 0.64 -3.23 7.45  -0.738
C 0.95 -2.66 6.08  -0.562
C 1.52 -0.36 6.83  -1.141
H 2.03 1.66 5.16  0.337
H 3.11 2.06 3.83  0.411
H 1.63 1.15 3.51  0.277
H 3.98 0.11 5.21  0.286
H 3.78 -0.19 3.50  0.454
H 2.83 -2.13 4.24  0.256
H 1.38 -1.13 4.14  0.620
H 3.66 -2.92 6.14  0.378
H 4.01 -1.33 6.84  0.382
H 3.90 -3.12 8.57  0.404
H 2.71 -1.88 8.85  0.294
H 1.65 -4.06 9.16  0.369
H 2.26 -4.63 7.62  0.296
H 0.14 -2.49 8.08  0.318
H -0.08 -4.05 7.34  0.394
H 0.06 -2.21 5.63  0.443
H 1.31 -3.44 5.41  0.406
H 0.69 0.06 6.26  0.342
H 2.33 0.35 6.94  0.351
H 1.17 -0.64 7.82  0.531

=====

Density functional theory data (the ωB97M-V functional and the def2-TZVPD basis) for a molecular structure, C48H42CrF2GeNOSSi at a distorted geometry.

HOMO-LUMO gap (alpha / beta)	7.0338 / 6.8486	eV
E_tot	-5993.020575	Eh
E_LUMO (alpha / beta)	-0.6 / -0.3	eV
M	871.62	Da
spin multiplicity	2
HOMO (alpha / beta)	-7.61 / -7.18	eV

Each line ends with the Mulliken charge.
Atoms and positions in Å:
Cr 0.35 -0.01 -0.93  0.185
F 5.60 -0.98 -2.05  -0.385
C 4.60 -0.10 -1.96  -0.066
C 3.35 -0.53 -1.57  0.459
C 2.28 0.36 -1.47  -1.158
C 2.55 1.73 -1.74  -0.065
C 3.81 2.11 -2.18  0.937
F 4.07 3.39 -2.51  -0.395
C 4.86 1.22 -2.30  -0.972
C 1.44 2.64 -1.49  -0.136
C 1.48 4.04 -1.56  -0.458
C 0.34 4.78 -1.31  -0.863
C -0.83 4.12 -0.95  -0.725
C -0.79 2.75 -0.83  -0.919
N 0.30 2.01 -1.11  1.327
H 3.23 -1.58 -1.34  0.674
H 5.83 1.53 -2.64  0.522
H 2.40 4.53 -1.81  0.595
H 0.36 5.85 -1.39  0.468
H -1.75 4.65 -0.76  0.551
H -1.66 2.20 -0.50  0.434
O -1.90 -0.13 -1.22  -1.249
S -2.91 -0.51 -0.17  1.188
C -3.98 0.93 -0.01  0.608
C -4.72 1.09 1.15  -0.363
C -5.56 2.19 1.28  -0.872
C -5.64 3.12 0.25  -0.558
C -4.90 2.95 -0.91  -0.714
C -4.06 1.86 -1.04  -0.381
C -4.14 -1.52 -1.00  0.411
C -4.84 -2.42 -0.22  -0.197
C -5.82 -3.21 -0.81  -0.808
C -6.07 -3.10 -2.17  -0.437
C -5.35 -2.20 -2.94  -0.727
C -4.37 -1.40 -2.36  -0.629
H -4.66 0.35 1.94  0.354
H -6.13 2.33 2.19  0.447
H -6.29 3.98 0.36  0.420
H -4.97 3.68 -1.71  0.464
H -3.45 1.72 -1.93  0.418
H -4.63 -2.50 0.84  0.456
H -6.38 -3.92 -0.21  0.440
H -6.82 -3.72 -2.63  0.410
H -5.54 -2.13 -4.00  0.429
H -3.80 -0.71 -2.95  0.272
C -1.54 -0.51 2.87  -1.469
Ge -0.01 -0.04 1.65  2.721
C 1.45 -1.06 2.56  0.045
C 2.30 -1.85 1.80  1.047
C 3.26 -2.66 2.39  -0.898
C 3.39 -2.67 3.77  -0.570
C 2.57 -1.86 4.55  -0.823
C 1.61 -1.06 3.94  -0.701
C 0.28 1.88 2.19  -0.075
C -0.80 2.60 2.65  -0.299
C -0.71 3.97 2.97  -0.942
C 0.47 4.64 2.79  -1.135
C 1.61 3.96 2.31  1.117
C 2.84 4.64 2.11  -0.912
C 3.95 3.96 1.69  -0.768
C 3.88 2.58 1.44  -0.990
C 2.70 1.91 1.58  -0.331
C 1.52 2.57 2.02  0.019
H -1.25 -0.30 3.90  0.593
H -1.75 -1.58 2.78  0.243
H -2.45 0.04 2.64  0.205
H 2.21 -1.83 0.71  -0.405
H 3.91 -3.27 1.77  0.472
H 4.13 -3.31 4.24  0.399
H 2.69 -1.85 5.62  0.380
H 0.98 -0.43 4.56  0.302
H -1.76 2.11 2.78  0.273
H -1.58 4.49 3.36  0.451
H 0.55 5.70 3.04  0.398
H 2.88 5.70 2.31  0.400
H 4.89 4.49 1.55  0.404
H 4.77 2.04 1.12  0.483
H 2.66 0.86 1.38  -0.044
C -0.80 -3.43 0.02  -1.145
Si 0.08 -2.47 -1.40  1.561
C -1.00 -2.93 -2.92  -1.220
C 1.68 -3.43 -1.77  0.396
C 2.30 -3.29 -3.02  -0.376
C 3.47 -3.96 -3.32  -0.565
C 4.06 -4.79 -2.37  -0.606
C 3.46 -4.94 -1.13  -0.592
C 2.28 -4.27 -0.83  -0.011
H -0.79 -4.50 -0.20  0.518
H -1.84 -3.11 0.11  0.174
H -0.32 -3.28 0.99  0.225
H -0.95 -4.02 -3.05  0.417
H -0.65 -2.47 -3.84  0.316
H -2.05 -2.66 -2.77  0.074
H 1.86 -2.63 -3.76  0.287
H 3.94 -3.83 -4.28  0.434
H 4.98 -5.31 -2.60  0.369
H 3.91 -5.59 -0.38  0.435
H 1.83 -4.39 0.14  0.323

=====

Density functional theory data (the ωB97M-V functional and the def2-TZVPD basis) for 2 unconnected molecules or ions with the total composition C22H23N4O10 at a distorted geometry.

HOMO-LUMO gap	6.9405	eV
E_tot	-1823.679480	Eh
total charge	-1
E_LUMO	1.3	eV
M	503.44	Da
HOMO	-5.68	eV

Each line ends with the Mulliken charge.
Atoms and positions in Å:
O 0.74 -4.46 5.99  -0.590
O 4.25 0.15 3.43  -0.591
O 2.03 2.02 -5.94  -0.667
O 2.51 0.63 -1.38  -0.763
O -1.27 0.82 -4.69  -0.735
O -5.86 -3.34 -1.29  -0.609
O 1.06 1.03 0.26  -0.810
O -6.27 -2.63 0.73  -0.604
O -1.28 -3.47 6.19  -0.451
O 4.54 -1.22 5.18  -0.451
C -0.01 -3.53 5.73  0.327
C 3.79 -0.66 4.21  0.523
C 2.56 2.23 -4.85  0.631
C 1.40 1.00 -0.95  0.420
C -0.53 1.72 -4.31  0.257
C -1.99 -1.89 -1.13  -0.568
C 1.85 -2.08 4.92  -0.870
C -0.38 -1.68 4.07  -0.586
C 1.47 -0.35 3.29  -0.367
C -3.28 -2.41 -1.22  -0.331
C -1.60 -1.15 -0.02  -0.416
C -3.80 -1.43 0.93  -0.337
C 0.48 -2.42 4.90  -0.114
C 2.36 -1.03 4.14  -0.061
C 0.11 -0.65 3.25  1.129
C -4.22 -2.21 -0.18  -0.370
C -2.50 -0.89 1.02  0.925
N -0.82 2.98 -4.66  -0.115
N -0.67 0.10 2.38  -0.078
N 1.95 2.09 -3.68  0.029
N -5.52 -2.75 -0.25  0.962
C 3.99 2.69 -4.80  -1.257
C -0.15 4.22 -4.28  -0.733
C -2.13 0.00 2.18  -1.565
C 0.32 1.45 -1.95  -0.676
C 0.70 1.35 -3.44  0.334
H -1.39 -4.29 6.70  0.331
H 5.42 -0.84 5.04  0.338
H -1.28 -2.06 -1.94  0.448
H 2.52 -2.63 5.57  0.489
H -1.43 -1.94 4.03  0.444
H 1.84 0.45 2.64  0.543
H -3.54 -2.98 -2.10  0.432
H -0.58 -0.77 0.02  0.562
H -4.49 -1.23 1.74  0.463
H -1.62 3.05 -5.27  0.269
H -0.13 0.59 1.63  0.464
H 2.54 2.16 -2.86  0.216
H 4.03 3.71 -4.42  0.286
H 4.43 2.63 -5.79  0.348
H 4.54 2.03 -4.12  0.347
H 0.73 4.36 -4.91  0.185
H -0.82 5.06 -4.41  0.343
H 0.17 4.17 -3.23  0.238
H -2.61 -0.35 3.10  0.410
H -2.52 1.00 1.99  0.336
H -0.57 0.85 -1.79  0.273
H 0.06 2.48 -1.72  0.120
H 0.91 0.30 -3.65  0.289

=====

What is the E_tot in the third record? -5993.020575 Eh